Molecular formula: C46H35CrNP2Si
Method: DFT, ωB97M-V/def2-TZVPD

XYZ file:
```
86
Properties=species:S:1:pos:R:3
Cr 0.2679 0.7758 -0.0464
C -2.3346 2.1571 2.2688
Si -1.9793 0.8455 0.9631
C -3.1873 1.2087 -0.4806
C -4.5088 0.7662 -0.5772
C -5.3044 1.1196 -1.6588
C -4.8012 1.9346 -2.6653
C -3.4908 2.3810 -2.5994
C -2.6879 2.0008 -1.5249
P -0.9245 2.4291 -1.4063
C -0.7507 4.0237 -2.2666
C -1.1629 5.1676 -1.5822
C -1.0710 6.4123 -2.1837
C -0.5532 6.5247 -3.4678
C -0.1333 5.3920 -4.1484
C -0.2330 4.1412 -3.5524
C -0.0517 1.2139 -2.4504
C -0.6724 0.2273 -3.2247
C 0.0791 -0.7713 -3.8166
C 1.4595 -0.8142 -3.6384
C 2.0920 0.1602 -2.8870
C 1.3502 1.1815 -2.2945
C -2.4411 -0.8421 1.7016
C -3.5696 -1.0781 2.4953
C -3.8489 -2.3460 2.9814
C -3.0085 -3.4105 2.6760
C -1.8848 -3.2018 1.8962
C -1.5912 -1.9200 1.4293
P -0.1646 -1.6084 0.3316
C 1.3036 -2.3489 1.1033
C 2.4723 -2.3847 0.3402
C 3.6737 -2.7619 0.9145
C 3.7289 -3.0803 2.2652
C 2.5778 -3.0253 3.0338
C 1.3674 -2.6602 2.4582
C -0.6162 -2.6918 -1.0751
C 0.1347 -3.7662 -1.5285
C -0.2966 -4.5020 -2.6284
C -1.4800 -4.1773 -3.2714
C -2.2410 -3.1056 -2.8149
C -1.8074 -2.3639 -1.7300
H -3.3727 2.1336 2.6111
H -2.1340 3.1517 1.8645
H -1.6803 2.0073 3.1299
H -4.9226 0.1386 0.2046
H -6.3273 0.7675 -1.7153
H -5.4265 2.2160 -3.5030
H -3.0879 3.0139 -3.3823
H -1.5549 5.0758 -0.5754
H -1.3942 7.2957 -1.6489
H -0.4731 7.4971 -3.9359
H 0.2716 5.4781 -5.1485
H 0.0903 3.2567 -4.0873
H -1.7499 0.2356 -3.3377
H -0.4132 -1.5420 -4.3960
H 2.0341 -1.6130 -4.0892
H 3.1665 0.1391 -2.7547
H 1.8495 1.9779 -1.7504
H -4.2337 -0.2558 2.7381
H -4.7257 -2.5109 3.5954
H -3.2319 -4.4029 3.0464
H -1.2355 -4.0335 1.6459
H 2.4404 -2.0839 -0.7024
H 4.5754 -2.7821 0.3159
H 4.6729 -3.3512 2.7202
H 2.6216 -3.2542 4.0911
H 0.4789 -2.5914 3.0708
H 1.0531 -4.0418 -1.0263
H 0.2952 -5.3407 -2.9731
H -1.8144 -4.7598 -4.1202
H -3.1699 -2.8463 -3.3072
H -2.3986 -1.5199 -1.3840
N 7.5495 -0.3178 6.8249
C 6.7306 -0.1111 6.0446
C 5.7104 0.1469 5.0659
C 4.3741 -0.1293 5.3525
C 3.3970 0.1090 4.4076
C 3.7259 0.6301 3.1508
C 5.0711 0.9102 2.8769
C 6.0518 0.6716 3.8201
C 2.7244 0.8462 2.1546
C 1.8570 1.0244 1.3133
H 4.1148 -0.5326 6.3228
H 2.3595 -0.1092 4.6226
H 5.3316 1.3154 1.9088
H 7.0888 0.8886 3.6000
```

HOMO level (spin up / spin down): -0.260 / -0.268 hartree
Spin multiplicity: 5
Expectation value of S²: 6.131
Energy: -104635.634 eV
E_LUMO (spin up / spin down): 0.0910 / -0.0292 eV
Charge: 0
ΔE to the lowest compared entry with this formula, charge and spin: 0.0 kJ/mol
Kohn-Sham gap (spin up / spin down): 7.2 / 7.3 eV


Molecular formula: H4O2Si
Method: DFT, ωB97M-V/def2-TZVPD

XYZ file:
```
7
Properties=species:S:1:pos:R:3
O 1.9271 0.3133 -0.6208
O 1.4232 -0.1434 0.6405
Si -1.5917 -0.2872 0.0749
H 2.8198 0.2403 -0.5037
H -0.2828 -0.8932 -0.2115
H -1.2573 1.1233 0.6267
H -3.0383 -0.3530 -0.0060
```

HOMO level (spin up / spin down): -0.409 / -0.255 hartree
Spin multiplicity: 1
Energy: -12029.826 eV
E_LUMO (spin up / spin down): -0.2168 / -1.7757 eV
Charge: 0
ΔE to the lowest compared entry with this formula, charge and spin: 904.5 kJ/mol
Kohn-Sham gap (spin up / spin down): 10.9 / 5.2 eV


Molecular formula: C5H13ClGaI2O2P
Method: DFT, ωB97M-V/def2-TZVPD

XYZ file:
```
25
Properties=species:S:1:pos:R:3
I -0.3487 -2.6756 1.0291
I -0.3487 2.7857 1.0682
Ga -0.1927 0.0559 1.0434
P -0.0447 0.0578 -1.3350
C -1.6615 0.0408 -2.1836
C 0.8430 1.4857 -2.0407
H 1.7964 -1.4767 -1.4756
H 1.0786 -1.1677 -3.0906
H 0.2746 -2.2714 -1.9267
C 0.8644 -1.3599 -2.0342
H 1.7854 1.6027 -1.4995
H 1.0382 1.3032 -3.1026
H -1.5322 0.0396 -3.2704
H -2.2320 0.9251 -1.8861
H 0.2525 2.3943 -1.9145
H -2.2119 -0.8547 -1.8813
C -2.0419 0.0543 1.1034
O -3.1958 0.0540 1.1406
Cl 2.2158 0.0688 0.9662
C 0.8707 -0.4123 3.6165
O -0.2721 0.0392 2.9308
H 1.2481 -1.3638 3.1904
H 0.5919 -0.6393 4.6672
H 1.6736 0.3579 3.6219
H -0.4501 0.9557 3.2629
```

HOMO level (spin up / spin down): -0.634 / -0.611 hartree
Spin multiplicity: 1
Energy: -99860.623 eV
E_LUMO (spin up / spin down): -12.6895 / -12.2899 eV
Charge: +2
Kohn-Sham gap (spin up / spin down): 4.6 / 4.3 eV


Molecular formula: C16H25N2O7S3Ta
Method: DFT, ωB97M-V/def2-TZVPD

XYZ file:
```
54
Properties=species:S:1:pos:R:3
Ta 0.4366 -0.2144 -0.2738
C -2.1333 2.3039 -0.9380
C -2.0577 1.2380 -2.0009
O -1.6666 -0.0417 -1.4195
C -2.7713 -0.7802 -0.8418
C -2.9185 -0.4273 0.6112
O -1.6048 -0.3806 1.1818
C -1.6456 0.1909 2.4983
C -0.2396 0.5748 2.8937
O 0.4837 1.0821 1.7434
C 0.4450 2.5263 1.6354
C -0.8445 2.9535 0.9797
O -1.0089 2.0569 -0.1086
H -3.0495 2.2857 -0.3422
H -2.0631 3.2849 -1.4165
H -1.2729 1.4679 -2.7112
H -2.9980 1.1123 -2.5349
H -2.5397 -1.8321 -0.9609
H -3.6825 -0.5635 -1.3978
H -3.5255 -1.1848 1.1133
H -3.3958 0.5424 0.7606
H -2.0421 -0.5325 3.2142
H -2.3218 1.0466 2.4746
H 0.3069 -0.2849 3.2529
H -0.2388 1.3270 3.6815
H 1.2959 2.8040 1.0227
H 0.5710 2.9671 2.6226
H -0.7514 3.9868 0.6334
H -1.7104 2.8969 1.6436
S 0.6479 -4.5422 1.3528
C 0.6168 -3.0534 0.8014
S -0.1413 -2.5021 -0.6965
S 1.3079 -1.6181 1.4985
O 2.6727 3.9846 -1.4455
C 3.7733 3.2646 -1.1868
C 4.9951 3.9304 -1.2189
C 6.1549 3.2369 -0.9560
C 6.1514 1.8627 -0.6545
C 4.9635 1.1935 -0.6218
C 3.7507 1.8804 -0.8886
C 2.5292 1.1752 -0.8286
O 1.3535 1.6804 -0.9992
O 2.4414 -0.1015 -0.5450
H 1.8864 3.4210 -1.4112
H 5.0038 4.9858 -1.4540
H 7.0977 3.7682 -0.9834
H 7.0793 1.3484 -0.4506
H 4.9242 0.1371 -0.3930
N 0.6259 0.5022 -3.4703
N 0.7480 -0.5796 -2.5232
H 0.6729 0.1137 -4.4079
H 1.4142 1.1261 -3.3483
H 1.6546 -1.0410 -2.6144
H 0.0474 -1.2656 -2.7884
```

HOMO level: -0.519 hartree
Spin multiplicity: 1
Energy: -68353.942 eV
E_LUMO: -7.2821 eV
Charge: +2
ΔE to the lowest compared entry with this formula, charge and spin: 33.3 kJ/mol
Kohn-Sham gap: 6.8 eV


Molecular formula: C19H14I2NiO6PSe
Method: DFT, ωB97M-V/def2-TZVPD

XYZ file:
```
44
Properties=species:S:1:pos:R:3
Ni 0.1907 -0.1352 -0.1443
O 3.9224 0.1594 0.8577
C 2.9300 0.6021 0.3090
O 2.0560 -0.1387 -0.2975
C 2.8024 2.1219 0.1929
C 4.0035 2.8265 0.2807
C 4.0389 4.2016 0.1448
C 2.8623 4.9078 -0.0720
C 1.6633 4.2246 -0.1448
C 1.6183 2.8355 -0.0109
P -0.0001 2.0070 -0.0906
C -0.9679 2.6744 1.2875
C -0.3780 3.3781 2.3332
C -1.1495 3.8143 3.4015
C -2.5098 3.5465 3.4304
C -3.0982 2.8325 2.3944
C -2.3343 2.3889 1.3273
C -0.7569 2.7046 -1.5863
C -0.4906 2.0733 -2.7990
C -0.9914 2.6040 -3.9774
C -1.7638 3.7557 -3.9520
C -2.0402 4.3804 -2.7442
C -1.5398 3.8561 -1.5626
H 4.9051 2.2572 0.4584
H 4.9843 4.7262 0.2048
H 2.8801 5.9846 -0.1833
H 0.7426 4.7711 -0.3106
H 0.6844 3.5856 2.3197
H -0.6832 4.3604 4.2118
H -3.1109 3.8851 4.2651
H -4.1561 2.6054 2.4210
H -2.7862 1.8019 0.5367
H 0.0601 1.1427 -2.8118
H -0.7982 2.0981 -4.9141
H -2.1673 4.1576 -4.8731
H -2.6569 5.2700 -2.7182
H -1.7714 4.3392 -0.6214
O -0.7626 -0.8904 -2.0917
Se -2.1619 -1.0352 -1.2232
O -3.4106 -0.1978 -1.7836
O -1.6148 -0.2373 0.1925
O -2.4842 -2.5563 -0.8229
I 1.1624 -2.5327 0.8652
I -0.4800 -4.4774 1.6530
```

HOMO level (spin up / spin down): -0.214 / -0.214 hartree
Spin multiplicity: 1
Energy: -164096.204 eV
E_LUMO (spin up / spin down): 1.4650 / 1.4638 eV
Charge: -1
ΔE to the lowest compared entry with this formula, charge and spin: 88.8 kJ/mol
Kohn-Sham gap (spin up / spin down): 7.3 / 7.3 eV


Molecular formula: C16H16N2O2PdS2
Method: DFT, ωB97M-V/def2-TZVPD

XYZ file:
```
39
Properties=species:S:1:pos:R:3
Pd -2.8447 -0.9660 -0.7797
C 1.4011 0.0049 -1.1512
C -0.0748 -0.1036 -1.4288
N -0.7958 -0.9723 -0.7814
N -0.1318 -1.7243 0.1829
C -0.8677 -2.2774 1.0583
S -2.5889 -2.1409 1.2163
S -0.0465 -3.2186 2.3344
C 0.1460 -1.8298 3.5203
C 1.3800 -1.0132 3.2588
C 1.2771 0.2948 2.8048
C 2.4193 1.0378 2.5253
C 3.6744 0.4760 2.6935
C 3.7864 -0.8356 3.1475
C 2.6474 -1.5709 3.4277
C -0.6481 0.7774 -2.4397
C 0.1542 1.1600 -3.5301
C -0.2985 2.0229 -4.4974
C -1.5890 2.5562 -4.3767
C -2.3912 2.2020 -3.3201
C -1.9483 1.3128 -2.3137
O -2.7051 1.0733 -1.2761
H 1.6424 -0.4062 -0.1779
H 1.7065 1.0469 -1.2130
H 1.9575 -0.5639 -1.9011
H 0.1654 -2.3072 4.4995
H -0.7578 -1.2279 3.4418
H 0.2975 0.7396 2.6632
H 2.3260 2.0557 2.1665
H 4.5635 1.0515 2.4692
H 4.7633 -1.2858 3.2732
H 2.7300 -2.5990 3.7641
H 1.1474 0.7387 -3.6286
H 0.3316 2.2839 -5.3371
H -1.9575 3.2517 -5.1218
H -3.3870 2.6118 -3.2039
O -5.0558 -0.7921 -0.9415
H -5.0474 0.1796 -0.9618
H -5.3811 -1.0429 -0.0659
```

HOMO level (spin up / spin down): -0.285 / -0.285 hartree
Spin multiplicity: 1
Energy: -49076.374 eV
E_LUMO (spin up / spin down): -0.8993 / -0.8989 eV
Charge: 0
ΔE to the lowest compared entry with this formula, charge and spin: 73.1 kJ/mol
Kohn-Sham gap (spin up / spin down): 6.8 / 6.8 eV


Molecular formula: C30H63Br4CaCl5FIN4NaO9S
Method: DFT, ωB97M-V/def2-TZVPD

XYZ file:
```
120
Properties=species:S:1:pos:R:3
C 4.4847 0.5089 0.1175
C 3.5062 0.2629 -0.8908
C 2.2696 0.0951 -2.0043
C 0.8715 0.2938 -1.1123
C -0.4902 0.0040 -2.0405
C -1.6505 -0.7566 -1.1730
C -1.8644 0.1608 0.2083
C -2.0106 1.7689 -0.0940
C -3.2254 2.4712 0.8021
I -2.6203 4.4803 1.4934
N -1.1376 -2.0970 -0.7007
C -2.0966 -3.2420 -0.9219
C -3.6758 -2.8775 -0.4965
C -4.5490 -4.1567 -1.0082
C -6.1578 -4.0943 -0.8220
C -6.7458 -3.1198 0.3406
O -8.2137 -2.9692 0.0660
C -8.3243 -1.5788 -0.4851
N -3.6251 -2.6596 0.9983
C -3.5490 -3.9291 1.8009
C -2.5545 -3.6085 3.1057
N -4.1771 -1.5925 -1.1079
C -3.1274 -0.8349 -1.8880
S -3.0938 -1.3636 -3.6984
O -1.8383 -2.1531 -4.1240
O -4.3293 -2.1727 -4.1568
F -3.0984 0.0988 -4.6584
H 5.1924 0.5973 1.0557
H 2.3493 -0.9802 -2.4806
H 2.4357 0.9632 -2.7861
H 0.9658 -0.4797 -0.2130
H 0.8043 1.3828 -0.6605
H -0.0748 -0.6309 -2.9623
H -0.8160 1.0398 -2.5051
H -0.9688 0.0331 0.9707
H -2.8369 -0.1514 0.8080
H -1.0133 2.3408 0.2001
H -2.2924 2.0103 -1.2266
H -4.1406 2.6383 0.0755
H -3.5333 1.7956 1.7216
H -0.8450 -2.0470 0.3206
H -0.2634 -2.3099 -1.2405
H -1.6844 -4.1480 -0.2627
H -2.1513 -3.6500 -2.0166
H -4.3451 -4.2435 -2.1824
H -4.1851 -5.2102 -0.5799
H -6.5278 -5.2001 -0.5685
H -6.6607 -3.8153 -1.8476
H -6.6894 -3.6442 1.4017
H -6.3210 -2.0302 0.3661
H -7.5305 -1.4140 -1.3518
H -9.4084 -1.3460 -0.9027
H -8.1566 -0.7834 0.3888
H -4.3749 -2.0240 1.3481
H -3.0743 -4.8504 1.2600
H -4.6133 -4.2118 2.2282
H -2.2892 -2.4560 3.1731
H -1.5176 -4.1561 2.8875
H -2.9637 -4.0516 4.1096
H -5.0317 -1.7088 -1.6908
H -3.5169 0.2950 -1.9177
C 9.2362 -0.4252 1.6226
O 8.0739 0.2120 2.1382
C 7.6178 -0.3393 3.3800
C 7.9074 0.6186 4.5489
N 9.3417 0.6949 4.8417
C 9.7214 1.8096 5.7158
C 9.3894 3.2432 5.2502
O 10.1500 3.6881 4.1249
C 9.6722 3.2227 2.8708
H 9.3596 -0.1131 0.5836
H 10.1276 -0.1194 2.1744
H 9.1384 -1.5178 1.6468
H 8.0270 -1.3406 3.5643
H 6.5308 -0.4444 3.2875
H 7.3767 0.2686 5.4419
H 7.5037 1.5969 4.2750
H 9.8553 0.7922 3.9684
H 10.8075 1.7438 5.8473
H 9.2755 1.6447 6.7049
H 9.6615 3.9170 6.0710
H 8.3183 3.4001 5.0834
H 8.5823 3.1449 2.8407
H 10.1392 2.2683 2.6273
H 9.9851 3.9353 2.1026
O -0.5284 -1.8993 4.1078
H 0.1509 -2.5590 3.9019
H -0.5477 -1.8776 5.0764
C -2.1963 2.2765 -6.1421
O -1.7583 2.8927 -7.3478
C -2.6151 3.9651 -7.7513
C -2.0043 5.3260 -7.4032
O -1.9429 5.5209 -5.9870
C -0.6338 5.3079 -5.4697
H -1.3939 1.6290 -5.7767
H -2.4262 3.0128 -5.3675
H -3.0788 1.6616 -6.3411
H -3.6132 3.8565 -7.3090
H -2.7217 3.8959 -8.8380
H -2.6501 6.1135 -7.8052
H -1.0127 5.4405 -7.8580
H 0.0101 6.1514 -5.7406
H -0.1962 4.3772 -5.8369
H -0.7008 5.2539 -4.3788
Br 1.7916 2.2753 -1.9692
Cl -2.4084 -4.6190 -3.5006
C -12.3438 -0.7029 -2.7172
Br -13.9533 -1.1820 -1.7353
Br -11.4189 0.8014 -1.9013
Br -11.1645 -2.2303 -2.9635
H -12.6615 -0.3803 -3.7141
C 12.2468 0.9433 8.9083
Cl 13.3850 2.0728 8.1316
Cl 11.8806 -0.3939 7.7893
Cl 12.9798 0.2899 10.3950
Cl 10.7415 1.8046 9.3173
Ca 1.7467 -2.2610 -0.2339
O -5.6811 1.0300 1.1715
H -6.4255 1.5814 1.3299
Na -7.5533 -5.7683 0.7767
```

HOMO level: -0.289 hartree
Spin multiplicity: 1
Energy: -443774.976 eV
E_LUMO: -5.9842 eV
Charge: +1
Kohn-Sham gap: 1.9 eV


Molecular formula: H2NO3S3
Method: DFT, ωB97M-V/def2-TZVPD

XYZ file:
```
9
Properties=species:S:1:pos:R:3
N -1.9824 -0.3246 -0.2955
O 1.4802 1.2096 0.7483
O 3.1188 -0.4165 0.0408
O 0.6748 -1.0978 -0.2659
S -2.1964 1.2184 -0.5598
S -3.1856 -1.3233 0.2223
S 1.8216 0.0642 -0.4622
H 0.6005 1.5030 0.9419
H -0.3315 -0.8330 -0.3699
```

HOMO level (spin up / spin down): -0.117 / -0.137 hartree
Spin multiplicity: 3
Expectation value of S²: 2.013
Energy: -40169.893 eV
E_LUMO (spin up / spin down): 3.4498 / 1.9592 eV
Charge: -1
ΔE to the lowest compared entry with this formula, charge and spin: 60.7 kJ/mol
Kohn-Sham gap (spin up / spin down): 6.6 / 5.7 eV


Molecular formula: C20H40FNO18S2
Method: DFT, ωB97M-V/def2-TZVPD

XYZ file:
```
82
Properties=species:S:1:pos:R:3
C -1.1307 -4.2014 2.8702
C -0.4549 -3.6202 1.6777
O 0.3922 -4.2305 1.0576
O -0.8030 -2.3367 1.3203
C -1.3812 -2.2745 0.0410
N -1.5652 -0.8961 -0.4310
S -0.1629 -0.2983 -1.2309
C 0.2119 -1.4035 -2.5651
O -0.5214 0.9604 -1.7943
O 0.9646 -0.2236 -0.3601
S -2.1473 0.1910 0.7187
O -2.8813 1.2043 0.0810
O -1.1775 0.5486 1.6727
F -3.1481 -0.7774 1.3777
H -2.1765 -4.4089 2.6703
H -0.6478 -5.1327 3.1195
H -1.0741 -3.5414 3.7287
H -0.8114 -2.8316 -0.6935
H -2.3690 -2.7252 0.0681
H -0.6345 -1.4522 -3.2380
H 1.0098 -0.8886 -3.0792
H 0.5412 -2.3779 -2.2351
C -5.8644 -6.7302 -1.6233
C -5.2456 -6.9563 -0.2605
O -4.0833 -7.7956 -0.3351
C -2.9769 -7.2078 -0.7765
O -2.8642 -6.0516 -1.0947
O -2.0113 -8.1207 -0.8160
C -0.7702 -7.6463 -1.3458
H -6.0756 -7.6841 -2.1075
H -6.7931 -6.1679 -1.5299
H -5.1904 -6.1746 -2.2738
H -5.9457 -7.4852 0.3826
H -4.9964 -6.0149 0.2289
H -0.4353 -6.7535 -0.8218
H -0.8704 -7.4449 -2.4112
H -0.0442 -8.4399 -1.1985
C 1.9556 2.4361 6.8234
C 3.0038 1.3507 6.6988
O 2.4616 0.1498 6.1315
C 2.2782 0.1786 4.8132
O 2.5335 1.0951 4.0777
O 1.7419 -0.9770 4.4342
C 1.4492 -1.0198 3.0287
H 1.0931 2.0696 7.3817
H 2.3670 3.3043 7.3380
H 1.6010 2.7535 5.8438
H 3.3670 1.0694 7.6854
H 3.8610 1.6862 6.1156
H 2.3337 -0.7788 2.4432
H 0.6413 -0.3390 2.7895
H 1.1474 -2.0310 2.7965
C -0.5351 5.2965 -1.7442
C -1.3492 4.4710 -2.7157
O -1.3412 5.0450 -4.0378
C -0.2362 4.8500 -4.7442
O 0.7366 4.2318 -4.4023
O -0.3875 5.4661 -5.9217
C 0.7633 5.4051 -6.7623
H -0.8765 6.3339 -1.7488
H -0.6271 4.8958 -0.7354
H 0.5185 5.2968 -2.0137
H -2.3929 4.4578 -2.4078
H -1.0050 3.4381 -2.7503
H 1.0965 4.3786 -6.8985
H 1.5678 6.0084 -6.3437
H 0.4710 5.8171 -7.7241
C 4.1917 4.2340 -2.4733
C 3.5079 5.3224 -1.6737
O 2.4079 4.8102 -0.9149
C 2.7320 4.1517 0.2001
O 3.8457 3.9826 0.6216
O 1.6085 3.7176 0.7559
C 1.7901 2.9192 1.9347
H 3.4654 3.7106 -3.0966
H 4.9658 4.6602 -3.1121
H 4.6537 3.4978 -1.8169
H 3.0791 6.0625 -2.3474
H 4.2081 5.8398 -1.0176
H 2.3977 3.4343 2.6734
H 2.2407 1.9656 1.6766
H 0.8010 2.7416 2.3465
```

HOMO level: -0.374 hartree
Spin multiplicity: 1
Energy: -84121.052 eV
E_LUMO: 0.1118 eV
Charge: 0
Kohn-Sham gap: 10.3 eV


Molecular formula: C2H2N2OS
Method: DFT, ωB97M-V/def2-TZVPD

XYZ file:
```
8
Properties=species:S:1:pos:R:3
C 1.2514 1.1964 0.7889
N 1.6615 0.2698 0.1335
S 2.1779 -1.0099 -0.5239
H 0.6498 1.9569 1.2206
N -1.5788 -1.3028 -0.4477
C -1.4855 -0.1131 -0.3436
O -1.6330 1.0008 -0.0783
H -1.0433 -1.9982 -0.7496
```

HOMO level: -0.327 hartree
Spin multiplicity: 1
Energy: -17966.901 eV
E_LUMO: 0.4002 eV
Charge: 0
ΔE to the lowest compared entry with this formula, charge and spin: 200.2 kJ/mol
Kohn-Sham gap: 9.3 eV
SMILES: C#[N+][S-].N=C=O